# C19H52N4O8

A cluster of 8 separate species, C19H52N4O8 in total (ωB97M-V/def2-TZVPD, the OMol25 dataset).

Atoms and positions in Å:
C  -1.134  2.789  2.347
C  -0.110  3.900  2.398
C  -0.126  4.485  3.807
C  1.319  3.432  2.227
C  1.482  2.923  0.821
C  1.247  4.138  -0.156
C  -0.080  4.867  0.049
C  -0.139  6.276  -0.564
C  -1.241  4.065  -0.561
N  -0.221  5.032  1.534
O  -1.340  5.900  1.809
H  -1.058  2.166  3.266
H  -2.070  3.347  2.439
H  -1.182  2.116  1.531
H  -1.093  4.944  3.923
H  -0.020  3.665  4.502
H  0.698  5.106  3.935
H  1.920  4.354  2.491
H  1.475  2.596  2.988
H  2.475  2.488  0.717
H  0.761  2.156  0.648
H  1.319  3.650  -1.086
H  2.142  4.715  -0.053
H  -1.063  6.788  -0.347
H  -0.111  6.084  -1.636
H  0.720  6.881  -0.268
H  -1.236  3.015  -0.300
H  -1.051  3.892  -1.625
H  -2.255  4.522  -0.562
H  -2.131  5.515  1.421
C  2.360  -2.194  0.437
C  1.476  -3.359  0.832
C  1.369  -4.367  -0.353
C  1.856  -4.052  2.151
C  1.798  -3.111  3.378
C  0.371  -2.648  3.534
C  -0.123  -1.979  2.254
C  -1.720  -1.948  2.336
C  0.351  -0.522  2.069
N  0.100  -2.924  1.055
O  -0.410  -2.346  -0.131
H  1.717  -1.391  0.170
H  3.106  -1.874  1.182
H  3.130  -2.354  -0.291
H  0.480  -5.040  -0.154
H  1.257  -3.749  -1.307
H  2.178  -5.109  -0.494
H  1.179  -4.973  2.238
H  2.867  -4.479  2.144
H  2.062  -3.630  4.286
H  2.391  -2.218  3.394
H  0.442  -1.990  4.443
H  -0.293  -3.454  3.739
H  -2.154  -2.886  2.467
H  -2.220  -1.606  1.432
H  -2.005  -1.241  3.142
H  -0.168  0.010  1.242
H  1.420  -0.346  1.892
H  0.069  0.097  2.884
H  -1.117  -2.950  -0.477
N  -1.027  0.072  -4.817
C  -1.636  -1.071  -4.372
N  -1.547  -2.086  -5.285
O  -2.163  -1.203  -3.267
H  -0.465  -0.076  -5.631
H  -1.132  0.962  -4.418
H  -1.864  -2.908  -4.835
H  -0.743  -2.150  -5.891
O  1.666  -1.385  -3.622
H  2.586  -1.123  -3.397
H  1.155  -1.211  -2.807
O  -3.670  -6.141  -2.110
H  -4.058  -6.008  -2.968
H  -2.706  -6.213  -2.205
O  -2.293  -3.508  -1.671
H  -3.097  -4.028  -1.529
H  -2.441  -2.789  -2.291
O  0.015  -0.365  -1.949
H  -0.013  -1.107  -1.288
H  -0.863  -0.420  -2.289
O  1.195  -1.524  -6.337
H  1.996  -1.405  -6.808
H  1.439  -1.487  -5.402

Forces on atoms 1 to 2 (eV/Å):
-0.9 0.5 1.7
1.1 0.0 1.4

Results
- structure (SMILES) = CC1(C)CCCC(C)(C)N1O.CC1(C)CCCC(C)(C)N1O.NC(N)=O.O.O.O.O.O
- LUMO energy (Ha) = 0.014
- relative energy (zero: lowest compared OMol25 entry of this formula, charge and spin) (kcal/mol) = 0.0
- orbital gap (eV) = 8.88
- electronic energy (eV) = -42885.10081
- M (Da) = 464.64
- net charge = 0

Atom charges from the Löwdin analysis, given in e for atoms 1 to 2: -0.0273, -0.5845